# 1
20
Properties=species:S:1:pos:R:3:mulliken_spin:R:1 method="wB97M-V/def2-TZVPD" total_charge=+1 lumo_ev="-4.04 / -7.46" s2=2.04 spin_multiplicity=3 e_tot_ev=-21678.3855 e_above_lowest_kj_mol=13.4 orbital_gap_ev="6.46 / 4.95"
C -2.8044 1.7117 0.1090 -0.077
C -1.6089 1.2200 0.5174 0.291
C -3.6995 0.7289 -0.3001 0.372
C -1.4507 -0.1287 0.2827 -0.005
C 2.4963 0.1962 -0.5730 0.819
C -0.0646 -2.1342 0.1174 -0.019
N 2.4198 0.1791 0.7496 0.033
N -0.3683 -0.7611 0.3903 0.351
N 3.6758 0.4809 -1.0525 0.054
S -3.0237 -0.8400 -0.4666 0.062
H -3.1807 2.6931 0.0682 0.005
H -0.6450 1.6377 0.8581 0.008
H -4.6900 1.0785 -0.6426 0.013
H 0.3229 -2.2948 -0.9230 0.023
H 0.7543 -2.5091 0.6348 0.006
H -0.9393 -2.9367 0.3129 0.007
H 1.4584 0.2059 1.0240 -0.002
H 3.0618 0.4321 1.4687 0.033
H 4.3852 0.9264 -0.5887 0.030
H 3.9005 0.1140 -1.9866 -0.001

=====

# 2
20
Properties=species:S:1:pos:R:3:mulliken_charge:R:1 method="wB97M-V/def2-TZVPD" lumo_ev=0.01 e_tot_ev=-12338.5220 e_above_lowest_kj_mol=574.0 orbital_gap_ev=10.05
C 2.6790 0.8169 -0.2400 -0.281
C 3.7916 -0.3900 -0.0947 0.844
C -1.6905 -1.1332 -0.2145 -1.058
C 1.5313 0.9405 0.6041 -0.265
C -0.9410 0.0236 0.4448 -0.320
C 0.4259 0.1482 -0.1617 -0.876
N 3.9458 1.5717 -0.0311 -0.411
N 4.7645 0.6256 -0.0560 -0.312
N 3.6031 -1.5651 0.6529 -0.246
N 3.9330 -1.7260 -0.5012 -0.344
H 2.3914 0.8887 -1.2161 0.525
H -1.6676 -1.2327 -1.3372 0.306
H -2.8286 -1.0492 0.1543 0.281
H -1.2614 -2.2431 0.0550 0.246
H 1.6515 0.5387 1.7003 0.273
H 1.1413 2.0040 0.6830 0.315
H -0.7818 -0.1853 1.5657 0.273
H -1.5364 1.0448 0.5693 0.290
H 0.9481 -0.7641 -0.5676 0.381
H 0.2264 0.5404 -1.1381 0.378

=====

# 3
21
Properties=species:S:1:pos:R:3:mulliken_charge:R:1 method="wB97M-V/def2-TZVPD" lumo_ev=0.75 e_tot_ev=-14391.6000 e_above_lowest_kj_mol=2.4 orbital_gap_ev=10.92
C 0.8106 -1.0938 -1.7055 -1.175
C 0.0052 -1.6651 -0.5423 0.373
C -1.4902 -1.3546 -0.6572 -1.223
C 0.7378 -0.0895 1.4718 0.501
C 0.2901 2.3074 1.8030 0.115
C -0.5733 2.8159 -0.0955 -0.237
H 0.4867 -1.5357 -2.6738 0.370
H 0.5905 0.0142 -1.7781 0.258
H 1.9399 -1.1890 -1.6005 0.303
H 0.1595 -2.7680 -0.4941 0.306
H -2.0265 -1.8563 0.1724 0.330
H -1.7749 -0.3059 -0.8417 0.270
H -1.9513 -1.8393 -1.5450 0.416
H 1.2802 -1.9264 1.2867 0.256
H 0.7891 2.2293 2.7760 0.415
H -0.8253 3.4919 -0.9421 0.347
N 0.6216 -1.2656 0.7607 -0.173
N 0.1440 1.1891 1.0697 0.354
N -0.1815 3.3313 1.1686 -0.614
N -0.3144 1.5102 -0.1751 -0.548
O 1.2822 -0.0001 2.5419 -0.643

=====

# 4
23
Properties=species:S:1:pos:R:3:mulliken_charge:R:1 method="wB97M-V/def2-TZVPD" lumo_ev=0.62 e_tot_ev=-27270.6521 e_above_lowest_kj_mol=126.5 orbital_gap_ev=8.42
C 2.6972 -0.8356 0.4396 -0.412
C 1.7265 -0.4936 1.3510 0.172
C 0.5337 -0.5927 0.6684 0.635
C -0.1457 -1.3136 -1.5650 -1.162
C -0.5792 -0.1067 -2.3577 -0.364
C -2.0993 2.0633 0.7018 -1.028
N 2.1771 -1.1333 -0.7232 -1.099
N 0.7867 -0.9791 -0.5460 0.878
N -1.2344 0.8024 -1.4766 -0.353
N 1.8996 0.2212 2.5474 -0.611
O -0.7547 -0.2879 0.9379 -0.465
O -3.0382 -0.3896 -0.0566 -0.630
S -1.8288 0.4167 -0.1682 0.875
H 3.7875 -1.0317 0.5311 0.401
H -1.0132 -1.5464 -1.0394 0.668
H 0.2407 -2.2220 -2.0591 0.353
H 0.2629 0.4236 -2.8201 0.292
H -1.1878 -0.2073 -3.3400 0.274
H -2.5468 1.9503 1.6691 0.351
H -1.0100 2.4540 0.8536 0.284
H -2.5980 2.6952 0.1466 0.444
H 2.8135 0.0303 3.1043 0.253
H 1.1107 0.0826 3.2011 0.244

=====

# 5
22
Properties=species:S:1:pos:R:3:mulliken_charge:R:1 method="wB97M-V/def2-TZVPD" lumo_ev=0.35 e_tot_ev=-34004.7075 e_above_lowest_kj_mol=828.1 orbital_gap_ev=7.88
C 1.2637 0.9407 0.4250 -0.182
C -0.9964 1.1780 1.4944 -0.116
C -0.6488 -0.8427 -0.8202 -0.111
C -2.2199 -0.9786 -0.5402 -0.377
C -2.8587 0.1749 -1.1406 -0.317
C -3.0577 1.1507 -1.9720 -0.146
H 3.5056 1.5916 -1.5465 0.283
H 2.8776 -0.0841 -1.1611 0.214
H 1.4893 -0.0951 0.8488 0.457
H 0.1620 2.6963 0.5512 0.311
H -1.9347 1.9410 1.4665 0.305
H 2.2039 -1.5231 0.9641 0.308
H -0.2023 -0.1245 -1.7993 0.252
H -2.4090 -1.9162 -1.1891 0.309
H -2.5689 -1.4778 0.4762 0.399
H -3.2257 1.9238 -2.7841 0.347
N 3.2027 0.8568 -0.8101 -0.533
N 2.0828 1.4809 -0.4050 -0.376
N 0.1591 1.7332 0.8809 -0.082
N 0.1093 -1.5010 0.0108 -0.312
S -1.0422 -0.4587 1.7437 -0.319
S 1.8129 -1.4576 -0.3838 -0.315

=====

# 6
23
Properties=species:S:1:pos:R:3:mulliken_charge:R:1 method="wB97M-V/def2-TZVPD" total_charge=+1 lumo_ev=-4.23 e_tot_ev=-17920.9192 e_above_lowest_kj_mol=185.8 orbital_gap_ev=9.04
C 2.6687 0.7288 -1.0507 -0.240
C 3.3995 0.0528 0.0359 -0.237
C 0.6953 -1.5073 -0.4593 0.267
C 0.7137 0.8141 0.3462 -0.387
C -1.4127 -0.5703 0.0395 -0.083
C 1.2240 -0.5862 0.8205 0.774
N 1.4882 1.1346 -0.8934 -0.539
N 2.6365 -0.5807 0.8987 -0.705
N -0.6016 -1.3712 -0.7670 -0.182
N -2.7277 -0.3586 -0.2942 -0.522
N -0.7789 0.7863 -0.0239 -0.153
O 1.5125 -2.1192 -1.0689 -0.549
O 0.7137 -1.0811 1.9185 -0.524
H 3.1830 1.1312 -1.8314 0.533
H 4.4303 -0.0306 0.1499 0.510
H 0.8849 1.6502 0.9454 0.611
H -1.3454 -0.7766 1.1751 0.434
H -1.0042 -1.9540 -1.6166 0.360
H -3.4847 -0.4806 0.3510 0.229
H -2.9716 -0.7473 -1.1591 0.199
H -1.3751 1.4085 0.6138 0.448
H -0.9333 1.1515 -0.9075 0.277
H 1.3628 -1.7260 2.1923 0.480

=====

# 7
23
Properties=species:S:1:pos:R:3:mulliken_charge:R:1 method="wB97M-V/def2-TZVPD" total_charge=+1 lumo_ev=-3.57 e_tot_ev=-17920.7547 e_above_lowest_kj_mol=201.7 orbital_gap_ev=9.93
C -0.2151 -1.6766 -0.7903 0.013
C -0.8068 0.7384 0.9188 0.627
C 1.2625 -0.3407 1.6610 0.235
C -1.2980 0.2392 -0.1796 -0.917
C 1.2843 0.1525 -0.7265 0.913
C 1.7747 1.2272 -1.6720 -1.758
N 0.8135 -0.9804 -1.2100 -0.330
N -0.0681 -0.0727 1.8952 -0.082
N 1.7824 0.2924 0.5279 -0.088
N -1.3305 -1.1260 -0.5068 0.559
N -2.4954 -1.8714 -0.2455 -0.798
O -0.9511 1.9609 1.4364 -0.475
O 2.0770 -0.8020 2.3475 -0.493
H -0.1899 -2.6952 -1.0357 0.463
H -2.0263 0.8256 -0.8436 0.317
H 1.3961 1.1171 -2.6260 0.427
H 2.7730 0.9382 -1.8092 0.455
H 1.7371 2.2594 -1.3406 0.397
H -0.4829 -0.1178 2.8048 0.283
H 2.6284 0.8696 0.7184 0.330
H -3.2099 -1.9037 -0.9506 0.261
H -1.5842 2.5038 0.9325 0.371
H -2.8708 -1.5378 0.6937 0.290

=====

# 8
18
Properties=species:S:1:pos:R:3:mulliken_charge:R:1 method="wB97M-V/def2-TZVPD" total_charge=+1 lumo_ev=-8.14 e_tot_ev=-9908.1920 e_above_lowest_kj_mol=598.3 orbital_gap_ev=5.22
O 2.0672 -0.9717 -0.8921 -0.427
C 2.5374 -0.2055 0.1757 -0.151
C 1.8624 0.8157 0.7664 -0.568
C 0.6279 1.2267 0.0233 -0.891
C -0.7841 0.4806 0.1049 1.114
C -1.9288 1.1631 -0.2580 -0.699
C -1.6122 -1.7240 -0.1375 -0.770
N -0.6291 -0.7896 0.4027 -0.246
H 3.5974 -0.4112 0.3123 0.430
H 1.4437 -0.9994 -0.0671 0.386
H 1.8700 1.0427 1.8213 0.333
H 0.3799 2.2692 0.1807 0.446
H 0.8164 1.0055 -1.0334 0.423
H -2.9153 0.8040 0.0087 0.363
H -1.8355 2.1764 -0.6154 0.285
H -1.6650 -2.5527 0.5740 0.270
H -1.2469 -2.0876 -1.0988 0.331
H -2.5854 -1.2422 -0.2676 0.371

=====

# 9
18
Properties=species:S:1:pos:R:3:mulliken_charge:R:1 method="wB97M-V/def2-TZVPD" total_charge=+1 lumo_ev=-3.07 e_tot_ev=-9910.3620 e_above_lowest_kj_mol=389.0 orbital_gap_ev=11.32
C -1.9228 -1.0843 0.1577 -0.014
C -1.0280 -2.0246 -0.0997 -0.695
C -1.5356 0.3312 0.3517 -0.514
C 1.8803 -1.3397 -0.4391 -0.358
C 0.5930 -0.9168 0.0146 0.561
C 0.9042 1.4922 0.2857 -1.011
N -0.0627 0.4807 -0.1913 -0.095
O 1.4966 -1.1264 0.9088 -0.394
H -3.0486 -1.1622 0.2559 0.344
H -0.9638 -3.0461 0.2057 0.386
H -2.2008 1.0191 -0.1761 0.411
H -1.7528 0.5073 1.3711 0.350
H 2.0124 -2.4147 -0.7474 0.269
H 2.6289 -0.5692 -0.8413 0.193
H 0.2460 2.3974 0.2399 0.411
H 1.4130 1.1849 1.1753 0.387
H 1.5556 1.6906 -0.5992 0.373
H -0.1135 0.6442 -1.1652 0.396

=====

# 10
19
Properties=species:S:1:pos:R:3:mulliken_spin:R:1 method="wB97M-V/def2-TZVPD" lumo_ev="0.87 / -0.73" s2=0.77 spin_multiplicity=2 e_tot_ev=-11965.6521 e_above_lowest_kj_mol=0.0 orbital_gap_ev="8.37 / 8.66"
C 0.7232 2.3022 1.6107 0.004
C 0.0247 1.1035 1.6140 0.436
N -0.2657 0.5247 0.4464 0.102
C 0.1916 1.0194 -0.8141 0.005
C -0.4530 0.0675 -1.8118 0.014
C -1.1676 -1.0520 -1.0504 -0.008
C -1.0595 -0.6386 0.3943 0.003
O -1.5143 -1.1501 1.3946 0.061
H 1.0198 2.5881 2.6304 0.014
H 1.3051 2.6082 0.7520 0.028
H -0.3705 0.7007 2.5551 0.033
H -0.1310 2.0732 -0.8876 -0.019
H 1.2755 1.0649 -0.8559 0.004
H -1.1545 0.6441 -2.4399 0.000
H 0.3931 -0.3200 -2.3650 0.000
H -2.2230 -1.1643 -1.3318 0.001
H -0.6264 -2.0024 -1.1728 0.004
O -0.3166 3.1291 0.3353 0.342
H -0.0510 4.0965 0.2360 -0.023

=====

# 11
19
Properties=species:S:1:pos:R:3:mulliken_charge:R:1 method="wB97M-V/def2-TZVPD" total_charge=+1 lumo_ev=-5.84 e_tot_ev=-11957.6460 e_above_lowest_kj_mol=337.7 orbital_gap_ev=9.05
C 2.0059 -0.7787 -0.1275 0.394
C 0.6558 -1.3377 0.0058 -0.570
C 0.0890 0.9479 0.4119 -0.923
C 1.5313 1.2205 0.4063 -0.102
C -0.2888 -0.2428 -0.4751 0.048
C -1.7683 -0.7251 -0.2749 -1.624
N 3.2069 -0.7060 -0.0697 0.424
O 4.3807 -0.5126 -0.0646 -0.510
O 2.0745 2.0160 -0.4946 -0.371
H 0.6099 -2.3256 -0.4433 0.476
H 0.4826 -1.4417 1.0811 0.303
H -0.3475 0.7628 1.3759 0.452
H -0.3820 1.8859 0.0173 0.353
H 1.9655 1.1487 1.4296 0.489
H -0.1721 0.1920 -1.3936 0.485
H -2.1938 -0.6031 0.7652 0.346
H -1.8863 -1.7124 -0.5324 0.450
H -2.2518 -0.1089 -0.9722 0.442
H 3.0502 2.0819 -0.3253 0.438

=====

# 12
20
Properties=species:S:1:pos:R:3:mulliken_charge:R:1 method="wB97M-V/def2-TZVPD" total_charge=-1 lumo_ev="3.87 / 3.92" e_tot_ev=-14011.9865 e_above_lowest_kj_mol=534.1 orbital_gap_ev="5.54 / 7.35"
C 1.6018 -1.1624 0.8728 -0.874
C 1.4420 2.1284 0.3333 -0.928
C 0.9704 -1.8281 -0.0323 -0.417
C 0.3414 1.6570 -0.3124 0.436
C -0.4996 -1.6816 -0.2105 0.055
C -1.0944 1.7561 -0.1876 -0.120
N -1.1256 -0.8140 0.8526 -0.501
O -2.4797 -0.6586 0.5613 -0.374
O -0.8707 -1.3269 -1.5756 -0.590
O -1.9323 1.3489 -0.9774 -0.662
H 2.6275 -1.0970 0.9796 0.364
H 1.1154 -0.5913 1.6991 0.331
H 2.4319 1.8280 0.0190 0.320
H 1.2697 2.8726 1.1587 0.225
H 1.3346 -2.5252 -0.7587 0.339
H 0.6268 0.9478 -1.1252 0.039
H -0.9776 -2.6479 -0.1787 0.493
H -1.5265 2.2079 0.7151 0.251
H -0.6470 -0.3136 -1.6806 0.270
H -2.6082 -0.1001 -0.1524 0.342

=====

# 13
22
Properties=species:S:1:pos:R:3:mulliken_charge:R:1 method="wB97M-V/def2-TZVPD" total_charge=+1 lumo_ev=-6.61 e_tot_ev=-21301.9326 orbital_gap_ev=6.87
O 2.8024 -1.0716 1.8388 -0.580
C 2.7389 -0.9453 0.5282 0.704
O 2.7381 -2.0875 -0.2926 -0.597
C 2.6219 0.5327 -0.1147 -0.390
N 1.1792 0.9362 0.1038 -0.269
C 0.4194 0.6534 -1.1467 -0.337
C -1.1344 0.3462 -0.9506 -0.614
C -1.8049 0.9563 0.3663 -0.155
C -2.7408 -0.2143 0.9762 0.357
O -2.6119 -0.5958 2.1672 -0.527
O -3.7050 -0.8762 0.1689 -0.452
H 2.9016 0.5571 -1.2171 0.375
H 3.3206 1.2061 0.4775 0.322
H 0.8612 0.3816 0.9110 0.002
H 0.5548 1.4520 -1.9648 0.282
H 0.8798 -0.3009 -1.6122 0.328
H -1.3716 -0.7789 -1.0489 0.199
H -1.6751 0.8286 -1.8465 0.284
H -2.5406 1.7942 0.0900 0.299
H -1.0932 1.2337 1.2029 0.265
H -3.3324 -1.6837 -0.2459 0.338
Pb 0.9921 -2.3241 1.6091 1.168